No. 1
111
Properties=species:S:1:pos:R:3:lowdin_charge:R:1 method="wB97M-V/def2-TZVPD" relative_energy_ev=1.168 homo_ha=-0.360 smiles=CC(C)O.CC(C)O.CC(C)O.CC(C)O.CC(C)O.CC(C)O.CCO.CCO.CCO.CCO.O lumo_energy_ev=0.54 e_tot_ev=-50682.58037
C -1.221 -14.282 18.342 -0.03
C -1.844 -14.664 16.997 -0.51
C -1.174 -15.768 16.314 -0.07
O -3.207 -15.039 17.129 -0.09
H -1.155 -15.160 18.984 0.09
H -1.846 -13.515 18.788 0.07
H -0.242 -13.875 18.176 0.07
H -1.822 -13.762 16.327 0.14
H -1.068 -16.617 17.028 0.10
H -0.127 -15.506 16.035 0.10
H -1.801 -16.100 15.451 0.08
H -3.298 -15.793 17.723 0.06
C -1.069 -15.747 11.681 -0.04
C -0.461 -14.673 12.635 -0.52
C 0.954 -15.069 12.987 -0.05
O -0.592 -13.492 11.934 -0.06
H -0.447 -15.937 10.780 0.09
H -2.052 -15.397 11.303 0.07
H -1.285 -16.694 12.164 0.06
H -1.118 -14.611 13.541 0.12
H 0.848 -16.060 13.488 0.10
H 1.516 -14.407 13.603 0.07
H 1.471 -15.195 12.079 0.06
H 0.247 -12.983 12.024 0.11
C -8.842 -13.140 13.048 -0.04
C -7.695 -13.404 12.037 -0.47
C -8.289 -13.517 10.632 -0.05
O -6.682 -12.422 12.142 -0.06
H -9.576 -13.928 12.954 0.07
H -9.428 -12.232 12.864 0.08
H -8.457 -13.084 14.105 0.09
H -7.236 -14.361 12.198 0.10
H -8.678 -12.549 10.310 0.08
H -9.208 -14.131 10.742 0.09
H -7.627 -13.999 9.857 0.08
H -7.018 -11.524 12.178 0.11
C -6.850 -12.112 18.126 -0.06
C -6.520 -12.864 19.408 -0.47
C -4.949 -13.028 19.539 -0.05
O -7.140 -12.059 20.421 -0.07
H -7.912 -11.767 18.042 0.09
H -6.543 -12.683 17.218 0.07
H -6.248 -11.172 18.138 0.07
H -6.876 -13.898 19.407 0.11
H -4.665 -13.664 18.676 0.06
H -4.662 -13.519 20.463 0.07
H -4.493 -12.045 19.452 0.07
H -6.927 -12.410 21.309 0.10
C -3.495 -10.454 17.019 -0.07
C -3.160 -9.754 15.722 -0.53
C -4.333 -9.380 14.880 -0.06
O -2.437 -8.629 16.208 -0.06
H -4.130 -9.765 17.611 0.09
H -2.559 -10.543 17.582 0.09
H -4.041 -11.382 16.891 0.05
H -2.456 -10.410 15.161 0.14
H -4.037 -8.729 14.057 0.07
H -4.947 -8.722 15.518 0.09
H -4.974 -10.253 14.477 0.09
H -1.919 -8.253 15.483 0.09
C -4.075 -19.491 13.233 -0.04
C -3.403 -18.542 14.240 -0.50
C -3.731 -18.881 15.683 -0.05
O -2.027 -18.579 13.992 -0.05
H -5.190 -19.517 13.381 0.09
H -3.715 -20.515 13.363 0.08
H -3.845 -19.086 12.215 0.08
H -3.689 -17.479 14.205 0.11
H -3.891 -19.932 15.887 0.09
H -4.712 -18.439 15.759 0.07
H -2.986 -18.439 16.365 0.09
H -1.746 -19.491 14.126 0.09
C -2.454 -12.168 9.255 -0.08
C -3.971 -12.263 9.579 -0.30
O -4.269 -12.975 10.782 -0.10
H -2.476 -11.731 8.241 0.07
H -2.005 -13.217 9.222 0.09
H -1.837 -11.610 9.982 0.07
H -4.506 -12.707 8.735 0.10
H -4.350 -11.249 9.667 0.10
H -5.121 -12.781 11.173 0.03
C -4.805 -17.081 9.433 -0.09
C -5.766 -16.046 9.968 -0.32
O -5.753 -15.895 11.386 -0.09
H -4.743 -17.055 8.302 0.10
H -5.172 -18.073 9.751 0.08
H -3.797 -17.022 9.780 0.05
H -6.777 -16.367 9.722 0.11
H -5.557 -15.106 9.428 0.10
H -4.955 -15.394 11.606 0.05
C -6.287 -16.613 18.155 -0.09
C -5.282 -17.380 18.973 -0.30
O -4.031 -17.475 18.291 -0.11
H -7.255 -16.563 18.695 0.09
H -6.415 -17.018 17.139 0.07
H -5.991 -15.529 18.092 0.07
H -5.734 -18.393 19.113 0.12
H -5.244 -16.961 20.003 0.12
H -4.273 -17.823 17.415 0.02
C -4.314 -12.864 14.481 -0.05
C -4.202 -14.123 13.637 -0.27
O -4.080 -15.291 14.435 -0.11
H -4.366 -12.060 13.790 0.05
H -3.394 -12.771 15.101 0.07
H -5.132 -12.816 15.198 0.08
H -3.306 -13.999 12.998 0.10
H -4.942 -14.410 12.949 0.05
H -3.850 -15.094 15.366 0.06
O -6.677 -16.522 14.445 -0.05
H -5.791 -16.192 14.340 -0.03
H -7.027 -16.822 13.600 0.03



No. 2
118
Properties=species:S:1:pos:R:3:lowdin_charge:R:1 method="wB97M-V/def2-TZVPD" relative_energy_ev=3.838 homo_ha=-0.338 smiles=CC(C)O.CC(C)O.CC(C)O.CC(C)O.OCCO.OCCO.OCCO.OCCO.OCCO.OCCO.OCCO lumo_energy_ev=0.26 e_tot_ev=-65010.47549
C -4.589 3.257 -1.719 -0.03
C -4.360 2.593 -0.298 -0.45
C -5.209 1.284 -0.195 -0.06
O -3.071 2.063 -0.322 -0.08
H -5.574 3.722 -1.692 0.07
H -4.395 2.644 -2.599 0.08
H -3.907 4.101 -1.828 0.05
H -4.654 3.232 0.534 0.12
H -5.274 1.050 0.868 0.06
H -5.047 0.469 -0.900 0.08
H -6.249 1.578 -0.338 0.07
H -2.960 1.557 0.486 0.04
C 1.778 -7.387 0.814 -0.06
C 0.774 -6.519 0.154 -0.52
C 0.627 -5.060 0.624 -0.04
O 0.963 -6.560 -1.229 -0.05
H 1.692 -7.178 1.880 0.08
H 2.817 -7.133 0.603 0.08
H 1.629 -8.455 0.656 0.08
H -0.241 -6.905 0.251 0.13
H 1.599 -4.573 0.546 0.09
H 0.196 -4.967 1.621 0.08
H -0.079 -4.519 -0.006 0.05
H 0.809 -5.667 -1.546 0.03
C -1.962 4.079 2.523 -0.04
C -2.669 3.997 3.906 -0.46
C -4.200 4.063 3.819 -0.04
O -2.309 2.721 4.444 -0.07
H -0.929 3.733 2.562 0.07
H -2.045 5.077 2.092 0.08
H -2.497 3.500 1.771 0.05
H -2.278 4.800 4.531 0.13
H -4.260 5.019 3.299 0.08
H -4.585 4.104 4.838 0.08
H -4.591 3.339 3.105 0.07
H -1.950 2.796 5.331 0.09
C 0.561 1.037 0.877 -0.02
C 0.250 -0.070 -0.098 -0.45
C 1.243 -0.246 -1.318 -0.01
O 0.252 -1.352 0.474 -0.07
H 1.597 1.349 1.001 0.07
H 0.260 0.748 1.884 0.07
H -0.151 1.833 0.658 0.06
H -0.757 -0.055 -0.516 0.13
H 1.156 -1.186 -1.863 0.08
H 2.253 -0.237 -0.908 0.06
H 1.124 0.587 -2.010 0.06
H 1.023 -1.718 0.034 0.06
O 4.574 -2.920 -0.212 -0.07
C 5.232 -2.764 -1.475 -0.21
C 5.213 -1.246 -1.941 -0.14
O 5.806 -0.279 -0.987 -0.10
H 5.161 -2.546 0.449 0.03
H 6.192 -3.279 -1.485 0.11
H 4.716 -3.377 -2.214 0.11
H 4.153 -1.018 -2.059 0.10
H 5.757 -1.033 -2.861 0.11
H 6.484 0.130 -1.531 0.09
O -2.790 -0.041 1.899 -0.07
C -3.627 -1.159 2.028 -0.23
C -3.676 -2.022 0.768 -0.21
O -2.479 -2.745 0.510 -0.08
H -2.055 -0.183 2.499 0.09
H -3.332 -1.560 2.998 0.13
H -4.631 -0.776 2.212 0.10
H -3.886 -1.500 -0.166 0.10
H -4.459 -2.780 0.756 0.12
H -1.648 -2.350 0.783 0.05
O -2.479 -3.062 -2.794 -0.06
C -1.923 -3.908 -3.769 -0.22
C -0.997 -4.881 -3.003 -0.25
O -0.046 -4.096 -2.358 -0.09
H -3.183 -3.510 -2.320 0.10
H -2.589 -4.469 -4.425 0.12
H -1.264 -3.355 -4.438 0.12
H -0.467 -5.494 -3.733 0.12
H -1.441 -5.574 -2.289 0.12
H -0.655 -3.430 -2.028 0.07
O 4.269 1.070 1.205 -0.07
C 4.015 -0.008 2.119 -0.23
C 5.315 -0.691 2.675 -0.18
O 6.042 -1.417 1.654 -0.08
H 4.470 0.727 0.332 0.04
H 3.391 0.414 2.908 0.10
H 3.397 -0.815 1.726 0.11
H 4.972 -1.392 3.436 0.12
H 5.793 0.145 3.185 0.11
H 6.299 -0.916 0.876 0.05
O 0.690 1.879 4.609 -0.09
C 1.550 2.813 5.322 -0.20
C 2.973 2.252 5.563 -0.21
O 3.034 1.410 6.720 -0.08
H -0.046 2.384 4.256 0.03
H 1.727 3.689 4.699 0.11
H 1.035 3.185 6.208 0.12
H 3.671 3.055 5.797 0.12
H 3.440 1.694 4.751 0.10
H 2.368 0.721 6.769 0.08
O -0.119 0.973 -4.577 -0.05
C -0.958 1.038 -5.651 -0.29
C -0.289 1.595 -6.865 -0.29
O 0.743 0.735 -7.059 -0.05
H -0.003 1.861 -4.232 0.04
H -1.181 0.018 -5.964 0.12
H -1.902 1.496 -5.355 0.12
H 0.034 2.613 -6.643 0.11
H -0.925 1.631 -7.750 0.13
H 1.107 0.526 -6.196 0.08
O -0.268 5.609 -1.467 -0.08
C -0.725 4.249 -1.521 -0.21
C 0.228 3.489 -2.424 -0.24
O -0.007 3.708 -3.780 -0.04
H -0.334 5.846 -0.539 0.07
H -0.839 4.006 -0.465 0.10
H -1.774 4.279 -1.815 0.10
H 0.043 2.452 -2.143 0.10
H 1.263 3.692 -2.152 0.13
H 0.027 4.666 -3.830 0.10



No. 3
115
Properties=species:S:1:pos:R:3:lowdin_charge:R:1 method="wB97M-V/def2-TZVPD" relative_energy_ev=2.081 homo_ha=-0.326 smiles=COC[C@H](C)N.COC[C@H](C)N.COC[C@H](C)N.COC[C@H](C)N.COC[C@H](C)N.CCO.CCO.CO.CO lumo_energy_ev=0.40 e_tot_ev=-54051.28096
C -8.380 8.858 26.659 -0.10
O -8.769 8.889 25.304 -0.22
C -10.113 9.411 25.120 -0.17
C -10.014 10.916 24.919 -0.45
C -11.407 11.489 24.591 -0.07
N -9.058 11.272 23.883 0.05
H -8.869 8.004 27.089 0.07
H -8.609 9.708 27.245 0.08
H -7.303 8.587 26.762 0.07
H -10.471 8.975 24.245 0.10
H -10.830 9.095 25.936 0.15
H -9.627 11.424 25.814 0.14
H -11.812 11.034 23.676 0.08
H -11.301 12.563 24.340 0.08
H -12.088 11.304 25.438 0.08
H -8.154 10.889 24.019 0.05
H -9.439 11.223 22.947 0.07
C -2.046 11.445 30.700 -0.09
O -3.460 11.374 30.729 -0.17
C -4.021 12.159 29.719 -0.25
C -5.385 11.599 29.333 -0.40
C -5.263 10.255 28.605 -0.06
N -6.170 12.508 28.433 0.03
H -1.630 10.896 29.887 0.07
H -1.777 11.152 31.702 0.09
H -1.756 12.473 30.583 0.08
H -4.155 13.231 30.015 0.13
H -3.437 12.155 28.816 0.12
H -6.021 11.424 30.248 0.15
H -4.983 10.442 27.562 0.08
H -6.164 9.675 28.583 0.06
H -4.476 9.612 28.989 0.06
H -5.799 12.433 27.508 0.04
H -6.016 13.495 28.703 0.07
C -1.673 0.022 21.282 -0.08
O -1.767 1.357 21.800 -0.19
C -2.915 1.643 22.542 -0.26
C -2.834 3.070 22.996 -0.41
C -3.816 3.302 24.104 -0.07
N -3.073 4.083 21.895 0.06
H -0.737 0.008 20.771 0.07
H -2.497 -0.263 20.625 0.09
H -1.595 -0.665 22.169 0.10
H -3.844 1.423 22.019 0.13
H -3.011 0.937 23.409 0.13
H -1.848 3.167 23.447 0.14
H -3.887 4.306 24.454 0.03
H -3.665 2.706 25.039 0.10
H -4.846 3.079 23.874 0.06
H -2.313 3.922 21.220 0.07
H -3.958 3.849 21.480 0.06
C -7.774 3.645 24.264 -0.06
O -7.237 4.748 23.496 -0.17
C -6.808 5.721 24.330 -0.27
C -6.428 6.987 23.506 -0.34
C -5.370 6.690 22.440 -0.06
N -5.857 8.019 24.460 0.07
H -8.101 2.974 23.492 0.08
H -8.519 3.890 25.069 0.11
H -6.964 3.161 24.776 0.06
H -7.676 6.007 24.991 0.14
H -5.900 5.514 24.954 0.12
H -7.342 7.385 23.040 0.14
H -4.390 6.434 22.871 0.07
H -5.175 7.535 21.789 0.08
H -5.674 5.836 21.904 0.05
H -6.615 8.608 24.739 0.04
H -5.186 8.593 23.924 0.06
C -1.294 7.501 29.695 -0.10
O -0.331 7.236 30.708 -0.19
C 0.577 6.263 30.394 -0.26
C 1.136 5.798 31.741 -0.45
C 1.880 6.983 32.330 -0.07
N 2.054 4.718 31.433 0.03
H -1.855 8.410 29.946 0.07
H -2.024 6.695 29.631 0.08
H -0.918 7.666 28.653 0.10
H 0.087 5.490 29.837 0.11
H 1.431 6.676 29.769 0.15
H 0.320 5.512 32.457 0.15
H 2.598 7.259 31.563 0.08
H 2.636 6.740 33.080 0.08
H 1.204 7.763 32.626 0.08
H 1.580 3.851 31.219 0.07
H 2.682 4.605 32.223 0.07
C -3.069 6.434 26.557 -0.07
C -3.855 7.660 26.953 -0.30
O -5.278 7.413 27.082 -0.16
H -3.033 5.730 27.416 0.08
H -2.007 6.645 26.343 0.08
H -3.490 6.022 25.618 0.06
H -3.681 8.457 26.232 0.10
H -3.572 8.006 27.924 0.07
H -5.571 7.377 26.120 0.03
C -1.410 10.227 24.153 -0.07
C -2.631 9.750 23.327 -0.34
O -3.844 10.189 23.843 -0.09
H -1.427 11.330 24.167 0.08
H -0.464 9.781 23.898 0.07
H -1.599 9.929 25.197 0.07
H -2.613 8.664 23.257 0.11
H -2.562 10.149 22.291 0.12
H -3.735 11.138 23.928 0.09
C -6.276 2.875 29.111 -0.14
O -7.191 3.305 28.063 -0.16
H -6.436 3.503 30.017 0.08
H -6.521 1.902 29.443 0.05
H -5.226 2.938 28.783 0.07
H -7.119 4.287 27.969 0.03
C -7.949 6.437 29.477 -0.13
O -7.566 6.060 28.166 -0.16
H -7.168 6.893 30.029 0.07
H -8.901 7.045 29.526 0.09
H -8.298 5.521 29.951 0.08
H -6.854 6.601 27.768 0.05



No. 4
119
Properties=species:S:1:pos:R:3:lowdin_charge:R:1 method="wB97M-V/def2-TZVPD" homo_ha=-0.226 lumo_energy_ev=2.11 e_tot_ev=-61306.36540 total_charge=-1
C -0.296 -0.157 -1.929 -0.34
O -0.280 -0.703 -3.155 -0.30
H 0.284 0.781 -1.989 0.10
H 0.054 -0.718 -1.137 0.01
H -1.091 0.307 -1.432 0.05
C 2.699 -1.541 -4.391 -0.08
O 2.501 -0.729 -3.245 -0.25
H 1.841 -1.536 -5.076 0.09
H 2.956 -2.524 -4.176 0.07
H 3.597 -1.070 -4.878 0.11
H 1.503 -0.889 -3.139 0.10
C -0.794 1.711 -5.321 -0.15
O 0.415 1.485 -4.579 -0.21
H -1.178 0.724 -5.818 0.11
H -0.613 2.329 -6.108 0.02
H -1.481 2.297 -4.545 0.12
H 0.017 0.681 -4.042 0.05
C 3.030 3.086 -2.970 -0.11
O 2.692 3.275 -4.407 -0.16
H 2.828 3.754 -2.134 0.04
H 4.138 2.992 -2.829 0.09
H 2.493 2.136 -2.963 0.06
H 1.862 2.755 -4.394 0.02
C -0.618 -3.479 -5.115 -0.20
O -0.045 -3.357 -3.893 -0.07
H -1.665 -3.599 -5.237 0.05
H -0.284 -4.420 -5.724 0.11
H -0.565 -2.760 -5.880 0.06
H -0.164 -2.545 -3.669 -0.08
C -3.660 1.479 0.159 -0.17
O -4.488 1.776 1.224 -0.08
H -3.854 0.460 -0.120 0.09
H -2.623 1.796 0.258 0.06
H -3.822 2.145 -0.602 0.05
H -4.155 1.388 2.007 0.06
C 3.323 -0.938 -1.220 -0.13
O 4.251 -0.846 -2.299 -0.14
H 2.827 -1.829 -1.348 0.07
H 2.716 -0.218 -1.526 0.01
H 3.926 -0.740 -0.331 0.09
H 3.779 -0.497 -3.044 -0.05
C -3.434 -1.980 -3.276 -0.18
O -2.865 -1.054 -4.069 -0.08
H -3.006 -1.757 -2.329 0.07
H -2.998 -2.904 -3.395 0.05
H -4.337 -1.993 -3.209 0.00
H -1.978 -0.901 -3.720 0.03
C 3.215 1.933 0.418 -0.02
O 3.023 3.422 0.391 -0.19
C 1.753 3.895 0.277 -0.29
C 1.708 5.475 0.539 -0.15
N 0.287 5.885 0.627 -0.13
C 0.272 7.334 0.592 -0.23
C -1.251 7.802 0.986 -0.16
O -1.383 9.099 0.422 -0.20
C -2.646 9.686 0.692 -0.11
H 4.247 1.677 0.645 0.09
H 2.718 1.461 -0.530 0.11
H 2.777 1.490 1.235 0.02
H 1.292 3.560 1.128 0.07
H 1.136 3.372 -0.469 0.12
H 2.182 5.919 -0.466 0.15
H 2.089 5.734 1.448 0.08
H -0.424 5.662 -0.262 0.19
H 0.717 7.619 -0.449 0.14
H 1.034 7.744 1.116 0.06
H -1.505 7.792 2.067 0.13
H -1.727 7.089 0.372 0.08
H -2.725 10.473 -0.089 0.11
H -2.727 10.137 1.731 0.10
H -3.330 9.028 0.764 0.00
C -0.506 -3.154 -1.403 -0.11
O -0.675 -3.558 -0.068 -0.27
C -1.736 -2.838 0.621 -0.18
C -1.909 -3.576 1.961 -0.19
N -3.048 -2.971 2.611 -0.09
C -3.489 -3.620 3.833 -0.20
C -4.827 -3.129 4.327 -0.19
O -5.034 -3.935 5.543 -0.21
C -6.262 -3.630 6.240 -0.07
H -1.473 -3.598 -2.023 0.16
H 0.432 -3.663 -1.593 0.10
H -0.251 -2.096 -1.126 0.07
H -2.405 -2.920 -0.311 0.13
H -1.493 -1.786 0.799 0.10
H -1.088 -3.496 2.580 0.09
H -2.163 -4.608 1.643 0.13
H -3.755 -2.899 1.935 0.09
H -2.645 -3.503 4.551 0.14
H -3.650 -4.721 3.598 0.13
H -5.469 -3.284 3.597 0.07
H -4.918 -2.134 4.527 0.09
H -6.362 -2.413 6.253 0.15
H -5.998 -4.083 7.120 0.05
H -6.917 -4.145 5.699 0.03
C -0.145 1.016 0.936 -0.14
O 0.900 0.597 1.708 -0.16
C 0.967 -0.706 1.976 -0.25
C 2.334 -0.970 2.778 -0.18
N 2.521 -2.312 3.153 -0.11
C 3.758 -2.621 3.652 -0.23
C 3.676 -4.171 3.808 -0.25
O 4.944 -4.649 3.989 -0.19
C 5.021 -6.058 4.011 -0.10
H -0.419 2.095 0.638 0.10
H -1.089 0.963 1.515 0.08
H -0.345 0.536 -0.117 0.06
H 0.960 -1.421 1.235 0.09
H 0.246 -1.074 2.654 0.11
H 2.411 -0.321 3.707 0.15
H 3.055 -0.681 1.888 0.13
H 2.466 -2.758 2.238 0.12
H 4.011 -2.122 4.580 0.12
H 4.746 -2.562 3.042 0.15
H 2.974 -4.430 2.942 0.15
H 3.242 -4.415 4.574 0.03
H 4.437 -6.481 4.744 0.04
H 6.148 -6.422 4.280 0.14
H 4.649 -6.234 2.983 0.10